C4H27NO10 | wB97M-V/def2-TZVPD

The total energy is -975.6972 hartree. The spin multiplicity is 1. As for the SMILES: CCCC(N)=O.O.O.O.O.O.O.O.O.O. Its molar mass is 249.3 g/mol. As for the energy above the lowest of the compared OMol25 structures with the same formula, charge and spin: 58.1 kcal/mol.

```
42
C4H27NO10 | the OMol25 dataset | wB97M-V/def2-TZVPD
C -0.064 0.216 -2.912
C -0.007 0.724 -1.487
C 1.073 -0.129 -0.821
C 1.185 0.318 0.741
N 0.016 0.524 1.313
O 2.269 0.766 1.078
H 1.070 0.084 -3.304
H -0.771 0.725 -3.492
H -0.389 -0.790 -2.890
H 0.270 1.798 -1.568
H -1.111 0.509 -1.006
H 0.825 -1.246 -0.753
H 1.969 -0.174 -1.563
H -0.587 -0.218 0.968
H -0.240 0.967 2.136
O -0.398 -2.470 2.007
H -1.347 -2.672 1.598
H -0.466 -2.763 2.925
O -2.468 -1.699 -1.333
H -2.098 -0.943 -1.791
H -1.670 -2.271 -1.323
O -2.668 -0.587 1.084
H -3.314 0.206 1.113
H -2.978 -1.123 0.346
O 2.415 -2.835 -1.448
H 2.502 -3.497 -0.741
H 3.135 -2.167 -1.223
O -0.459 -3.152 -0.558
H -0.256 -2.783 0.287
H 0.331 -3.023 -1.072
O -3.878 2.315 0.969
H -3.688 2.624 1.891
H -2.974 2.824 0.748
O 1.305 3.687 0.425
H 1.613 2.953 0.875
H 1.846 3.916 -0.279
O -1.430 3.627 0.959
H -1.112 4.296 0.288
H -0.810 3.128 1.347
O 3.928 -0.901 -0.136
H 4.717 -0.582 -0.544
H 3.365 -0.237 0.346
```

=====

C4H27O10S | wB97M-V/def2-TZVPD

The total energy is -1319.1167 hartree. The spin multiplicity is 1. The charge is -1. Its molar mass is 267.3 g/mol. As for the energy above the lowest of the compared OMol25 structures with the same formula, charge and spin: 67.1 kcal/mol.

```
42
C4H27O10S | the OMol25 dataset | wB97M-V/def2-TZVPD
C -1.690 -2.653 0.122
O -2.064 -2.993 1.399
C -2.180 -1.168 -0.149
C -2.839 -0.457 0.938
C -2.483 1.040 1.054
S -3.446 1.902 2.340
H -2.246 -3.251 -0.776
H -0.530 -2.669 0.038
H -1.231 -0.697 -0.371
H -2.923 -1.098 -1.158
H -4.048 -0.664 0.822
H -2.790 -0.917 1.941
H -2.706 1.699 0.130
H -1.334 1.061 1.092
H -2.437 2.473 2.935
H 2.176 1.233 1.375
H 2.664 0.845 2.521
O 1.746 1.160 2.387
H 0.261 3.969 1.833
H 0.945 2.798 2.497
O 0.593 3.711 2.727
H 1.151 0.560 -0.500
H -1.703 -3.839 1.479
O 1.930 0.277 -0.909
H 2.118 0.111 -2.825
H 0.895 -0.568 -3.464
O 1.780 -0.249 -3.750
H 3.066 1.393 -1.797
H 2.921 1.664 -3.417
O 3.366 1.837 -2.601
H 3.009 0.902 -0.245
H 3.988 2.136 -0.041
O 3.664 1.458 0.419
H -1.935 -1.980 -4.060
H -1.053 -2.071 -2.770
O -1.831 -2.320 -3.259
H 0.961 -1.273 -1.208
H 0.946 -2.450 -2.131
O 0.437 -1.994 -1.554
H 2.740 -0.896 -0.076
H 3.830 -1.692 -0.690
O 3.322 -1.860 0.095
```

=====

The evaluated gap between HOMO and LUMO for the records listed, in turn: 10.248 9.378 eV.